Formula: H4N2O3
Source: the OMol25 dataset
Level of theory: ωB97M-V/def2-TZVPD

Results
Total energy: -9178.88739 eV
LUMO energy (spin up / spin down): 0.555 / -0.080 eV
Net charge: 0
Energy relative to the best compared isomer or geometry (same formula, charge and spin): 51.1 kcal per mole
Frontier orbital gap (spin up / spin down): 10.0 / 8.4 eV

The geometry in XYZ format:
```
9
Properties=species:S:1:pos:R:3:forces:R:3:mulliken_charge:R:1
N 1.627558 0.464266 0.584869 1.6 0.2 -0.5 -0.566
N -0.268065 -0.973135 -0.116609 1.2 -1.4 1.6 0.023
O 1.059756 0.421541 -0.744405 1.0 1.0 -0.1 -0.026
O -1.217822 -0.237137 -0.123301 -1.9 1.8 0.7 -0.361
O 0.179661 1.393395 -0.870875 -0.3 -0.1 -0.2 -0.393
H 2.502908 1.031930 0.457751 -1.3 -0.5 0.5 0.300
H 0.912748 0.967588 1.102010 0.2 0.7 0.1 0.330
H 0.441070 -0.958313 0.728661 -1.4 -0.7 -2.0 0.426
H -0.197250 -1.491605 -0.975336 1.0 -1.0 -0.1 0.267
```
Positions in Å, forces in eV/Å.